C4H8O2 | wB97M-V/def2-TZVPD

The calculation puts the HOMO energy at -9.7 eV. For the relative energy (zero: lowest compared OMol25 entry of this formula, charge and spin), the calculation gives 486.1 kJ/mol. The HOMO-LUMO gap comes out at 9.400 eV. The spin multiplicity is 1. The electronic energy is -8368.24384 eV.

Structure (XYZ):
```
14
C4H8O2 wB97M-V/def2-TZVPD
C 1.6216 -0.6276 0.7511
C 0.4663 0.4322 0.5170
O 0.9472 1.6319 -0.0525
C -0.3720 -0.4372 -0.3288
C -2.2244 -0.1361 -0.5997
O -1.7910 0.7761 -1.3730
H 1.8529 -1.3111 -0.0835
H 2.4969 0.0044 0.8880
H 1.4436 -1.2382 1.6416
H 0.0716 0.6838 1.5079
H 0.6285 1.6830 -0.9635
H 0.1605 -0.5587 -1.2807
H -2.6151 0.1453 0.3944
H -2.6863 -1.0479 -1.0182
```

Mulliken population analysis, charges in e, atoms 1 to 6:
1 C -1.12
2 C 0.53
3 O -0.54
4 C -0.79
5 C -0.09
6 O -0.48